Density functional theory data (the ωB97M-V functional and the def2-TZVPD basis) for a 2-piece molecular cluster, C2HBr2FO overall in a non-equilibrium geometry.

Results
highest occupied orbital energy (spin up / spin down) = -8.94 / -8.94 eV

Last columns: bonded neighbours and bond lengths (Å).
Cartesian coordinates (Å):
1 Br 1.73 0.78 -0.99  C6 1.792
2 Br -0.73 -2.06 -2.02  no bonds
3 F 1.36 -0.60 1.21  C6 1.264
4 O -1.29 0.47 1.54  C5 1.212
5 C -0.70 0.47 0.49  O4 1.212, C6 1.508, H7 1.196
6 C 0.75 0.06 0.33  Br1 1.792, F3 1.264, C5 1.508
7 H -1.12 0.89 -0.55  C5 1.196